Molecular formula: C29H31FN4O2S
Method: DFT, wB97M-V/def2-TZVPD

Each line ends with the Mulliken charge.
Atoms and positions in Å:
C: 3.00254 7.65328 4.64330  -1.55
C: 2.34110 6.71710 3.67602  1.06
C: 1.61632 7.23448 2.61027  -0.88
C: 1.03387 6.38965 1.68671  -1.13
C: 1.12139 5.02086 1.85006  -0.57
C: 1.80909 4.47596 2.93240  1.00
N: 1.91807 3.08842 3.13110  0.20
C: 1.83073 2.18684 2.00815  -1.52
C: 0.40952 1.65235 1.72937  -0.16
N: -0.14954 1.11209 2.94492  0.09
C: -0.32272 -0.20586 3.21832  0.12
O: -0.52103 -0.61323 4.34957  -0.66
C: -0.31553 -1.13608 2.04954  0.15
C: 0.52554 -2.24231 2.06292  -1.08
C: 0.51039 -3.15346 1.02453  -1.06
C: -0.37122 -2.99397 -0.04085  0.80
C: -1.24974 -1.89954 -0.03018  1.03
C: -1.21492 -0.97712 0.99789  -0.52
N: -2.17300 -1.78353 -1.07535  -0.01
C: -2.19645 -2.54144 -2.18936  -0.03
O: -3.02862 -2.39140 -3.05979  -0.69
C: -1.05648 -3.55682 -2.32881  0.82
C: -1.57221 -4.81889 -3.02037  -1.01
S: -0.25034 -5.71668 -3.88441  -0.10
C: -0.20169 -4.76397 -5.45643  -1.12
C: -1.46716 -4.94451 -6.22339  0.59
C: -2.46756 -3.97824 -6.18848  -0.33
C: -3.66019 -4.17713 -6.86435  -0.52
C: -3.87403 -5.33774 -7.58532  -0.54
C: -2.87049 -6.29050 -7.60994  0.29
F: -3.06398 -7.42675 -8.31226  -0.32
C: -1.67653 -6.11769 -6.93989  -0.58
N: -0.47455 -3.90645 -1.05729  -0.23
C: -0.13609 2.06734 4.03382  -1.21
C: 1.30200 2.52218 4.31542  -0.68
C: 2.46852 5.33624 3.82639  0.48
C: 3.35436 4.78853 4.90744  -1.75
H: 2.68968 8.67730 4.45589  0.39
H: 4.08728 7.60602 4.54442  0.33
H: 2.74979 7.39401 5.67002  0.32
H: 1.52407 8.30458 2.49600  0.35
H: 0.49309 6.79548 0.84416  0.39
H: 0.64529 4.37858 1.12577  0.33
H: 2.22900 2.67775 1.11923  0.55
H: 2.46771 1.32245 2.23950  0.40
H: 0.46099 0.88093 0.96107  0.52
H: -0.24381 2.46015 1.38069  0.14
H: 1.19792 -2.38067 2.89513  0.48
H: 1.17220 -4.00628 1.03576  0.37
H: -1.90758 -0.14762 0.99555  0.36
H: -2.89222 -1.07588 -0.99123  0.27
H: -0.31165 -3.06988 -2.99204  -0.05
H: -2.34430 -4.56901 -3.74828  0.29
H: -1.98084 -5.50547 -2.28005  0.47
H: -0.02146 -3.71875 -5.20687  0.40
H: 0.65766 -5.16938 -5.98798  0.52
H: -2.32144 -3.06452 -5.63125  0.34
H: -4.42839 -3.42078 -6.82279  0.41
H: -4.79424 -5.51290 -8.11924  0.43
H: -0.92331 -6.88971 -6.97076  0.45
H: 0.23420 -4.62425 -1.10306  0.28
H: -0.56149 1.58033 4.91213  0.52
H: -0.75042 2.92984 3.75195  0.32
H: 1.29337 3.25867 5.11600  0.50
H: 1.88840 1.65182 4.63298  0.28
H: 2.87977 4.85215 5.88731  0.35
H: 4.27834 5.36170 4.95415  0.48
H: 3.60306 3.75131 4.70418  0.42

Force components x, y, z for each atom (eV/Å):
C 0.004 -0.037 -0.044
C -0.129 0.045 -0.087
C 0.001 0.005 -0.022
C -0.010 0.051 -0.037
C -0.025 -0.094 -0.044
C 0.065 0.245 -0.049
N 0.179 -0.079 -0.049
C -0.194 -0.135 -0.248
C 0.415 0.143 -0.304
N -0.071 0.226 0.019
C -0.110 -0.069 -0.044
O 0.089 -0.192 0.166
C -0.117 -0.318 -0.062
C -0.069 0.214 0.045
C -0.113 0.117 -0.142
C -0.008 0.352 0.325
C 0.375 -0.139 0.142
C 0.218 -0.215 0.067
N -0.307 0.370 0.380
C 0.199 -0.228 -0.153
O -0.046 -0.012 -0.148
C -0.159 0.025 -0.381
C 0.321 0.013 -0.388
S 0.017 0.006 0.030
C -0.010 -0.176 0.599
C -0.218 0.105 -0.169
C 0.160 0.023 -0.043
C -0.003 -0.053 -0.017
C 0.024 -0.151 -0.058
C 0.083 0.098 0.087
F 0.001 0.071 0.042
C -0.173 -0.014 -0.135
N -0.086 -0.372 -0.061
C 0.079 0.028 0.453
C -0.362 -0.105 0.069
C -0.055 -0.047 0.002
C -0.023 0.040 -0.068
H 0.007 0.064 0.021
H 0.087 0.037 0.071
H 0.042 0.035 0.108
H 0.003 0.113 0.006
H -0.046 0.028 -0.064
H -0.053 -0.087 -0.022
H 0.023 -0.048 0.016
H -0.043 -0.002 -0.108
H -0.012 0.142 0.056
H 0.045 -0.072 -0.051
H 0.052 -0.030 0.106
H 0.089 -0.103 0.000
H -0.069 0.139 -0.021
H 0.055 -0.139 -0.144
H -0.228 -0.042 0.098
H -0.012 -0.026 0.139
H -0.064 0.050 0.007
H 0.056 0.019 -0.161
H 0.039 0.094 -0.014
H 0.037 0.069 0.091
H -0.087 0.063 -0.010
H -0.084 -0.041 -0.065
H 0.062 -0.123 -0.028
H -0.010 0.092 -0.010
H 0.002 0.118 -0.089
H 0.026 -0.016 0.029
H 0.065 -0.033 0.034
H -0.044 0.038 0.087
H 0.023 -0.041 0.126
H 0.068 0.018 0.075
H 0.031 -0.059 0.044

Results
Energy = -1991.3023 a.u.
Lowest unoccupied orbital energy = 0.46 eV
HOMO level = -0.288 hartree
Total charge = 0
Energy above the lowest of the compared OMol25 structures with the same formula, charge and spin = 22.8 kJ/mol
Maximum force = 0.6 eV/A
Orbital gap = 8.3 eV

---

Molecular formula: C29H31Ge2IrN3O
Method: DFT, wB97M-V/def2-TZVPD

Each line ends with the Mulliken charge.
Atoms and positions in Å:
Ir: -0.46157 0.08999 -1.09753  1.34
C: -1.10316 3.38032 -3.78523  -1.43
C: -0.64790 2.14682 -3.10341  0.59
N: -1.06702 1.83961 -1.78183  0.65
N: -2.00853 2.47998 -1.14208  -0.80
C: -2.26765 1.85151 0.03772  0.12
O: -1.69806 0.69847 0.33053  -0.44
C: -3.17790 2.43672 0.96749  0.59
C: -3.39331 1.80645 2.21148  -0.26
C: -4.26290 2.37097 3.11452  -0.73
C: -4.92497 3.55855 2.79419  -0.32
C: -4.71946 4.18812 1.56783  -0.79
C: -3.85258 3.63652 0.65270  -0.28
C: 0.20667 1.17169 -3.64072  0.59
C: 0.79514 1.29190 -4.91419  -0.93
C: 1.59930 0.28907 -5.40184  -0.41
C: 1.83382 -0.85448 -4.62983  -0.87
C: 1.25667 -0.94509 -3.38418  0.23
N: 0.47309 0.02485 -2.88095  -0.08
H: -1.80755 3.92025 -3.15898  0.33
H: -1.58843 3.14332 -4.73432  0.41
H: -0.25766 4.03921 -4.00059  0.37
H: -2.86906 0.88860 2.44166  0.44
H: -4.43630 1.89848 4.07141  0.46
H: -5.60929 3.99645 3.50923  0.42
H: -5.24322 5.10473 1.33578  0.42
H: -3.68739 4.10576 -0.30632  0.51
H: 0.60273 2.18117 -5.49760  0.44
H: 2.04625 0.38263 -6.38237  0.46
H: 2.44976 -1.66368 -4.99329  0.47
H: 1.40430 -1.81003 -2.74907  0.19
C: 3.36288 0.67798 -0.62269  -0.92
Ge: 2.68343 0.36839 1.16724  0.07
C: 1.69034 1.86692 1.87917  -0.85
C: 3.89849 -0.53117 2.36512  -0.95
Ge: 0.60287 -1.31498 0.58607  -0.83
C: 1.33405 -2.89192 -0.26506  0.64
C: 2.69946 -3.09137 -0.47267  0.21
C: 3.14071 -4.24311 -1.10804  -0.86
C: 2.22335 -5.18578 -1.55527  -0.51
C: 0.86328 -4.98672 -1.36314  -0.80
C: 0.41331 -3.84054 -0.72195  -0.30
C: -0.36422 -1.52492 2.23800  0.95
C: -1.63944 -2.08906 2.16320  -0.39
C: -2.39156 -2.26042 3.31639  -0.74
C: -1.88228 -1.86047 4.54469  -0.58
C: -0.61860 -1.29181 4.62463  -0.80
C: 0.13863 -1.12231 3.47406  0.18
H: 4.25895 1.29594 -0.51586  0.52
H: 2.62798 1.22168 -1.21345  0.24
H: 3.64089 -0.24260 -1.13160  0.33
H: 2.42170 2.65197 2.09170  0.50
H: 1.16176 1.62131 2.79722  0.37
H: 0.98421 2.23221 1.13524  0.19
H: 4.69132 0.19566 2.56623  0.49
H: 4.33880 -1.41306 1.90543  0.37
H: 3.42760 -0.80532 3.30563  0.39
H: 3.42698 -2.37169 -0.11836  0.11
H: 4.20076 -4.41046 -1.24638  0.46
H: 2.57157 -6.08265 -2.04978  0.43
H: 0.15187 -5.72588 -1.70647  0.44
H: -0.65165 -3.70191 -0.57297  0.33
H: -2.05801 -2.39979 1.21193  0.27
H: -3.37320 -2.71166 3.25529  0.44
H: -2.46872 -2.00009 5.44301  0.45
H: -0.21924 -0.98977 5.58370  0.46
H: 1.12794 -0.69150 3.55955  0.04

Force components x, y, z for each atom (eV/Å):
Ir -0.369 0.168 -0.399
C 0.018 -0.001 0.021
C -0.066 -0.031 0.071
N 0.256 0.087 0.037
N 0.028 -0.220 0.140
C 0.000 -0.011 -0.109
O 0.014 0.107 -0.029
C -0.072 0.065 0.082
C 0.007 0.042 -0.054
C -0.025 0.034 -0.005
C 0.003 -0.005 0.006
C -0.020 -0.006 0.033
C 0.054 -0.080 0.002
C 0.003 -0.051 0.026
C 0.012 0.020 -0.040
C 0.000 0.014 -0.011
C 0.011 -0.003 -0.023
C -0.004 0.043 0.009
N 0.021 -0.094 0.018
H -0.002 -0.003 -0.001
H 0.002 0.006 -0.001
H -0.004 0.003 -0.002
H 0.003 -0.012 -0.005
H -0.001 0.004 -0.003
H 0.004 -0.005 -0.004
H 0.000 -0.003 0.002
H 0.001 0.001 0.003
H 0.008 -0.017 -0.012
H -0.008 0.008 0.002
H -0.001 0.005 0.006
H -0.004 0.009 0.003
C 0.033 0.021 0.013
Ge -0.068 0.179 -0.174
C -0.020 0.021 0.016
C -0.037 -0.127 0.019
Ge 0.211 -0.111 0.299
C 0.013 -0.042 -0.053
C -0.061 -0.061 -0.018
C 0.018 0.028 0.003
C 0.009 -0.011 -0.010
C -0.032 0.027 0.008
C 0.092 -0.046 -0.009
C -0.043 0.048 0.145
C -0.003 0.020 0.013
C -0.003 -0.010 -0.012
C 0.003 0.000 -0.002
C 0.003 -0.008 -0.018
C -0.059 -0.069 0.007
H 0.000 -0.006 -0.041
H 0.015 0.013 -0.025
H 0.000 -0.003 -0.013
H -0.040 0.023 0.015
H 0.000 0.002 0.000
H -0.001 0.029 0.013
H 0.023 -0.031 0.027
H 0.029 0.002 0.031
H 0.031 -0.002 0.020
H 0.010 0.005 -0.011
H -0.003 0.000 -0.003
H 0.000 0.000 0.002
H 0.001 0.002 0.000
H -0.005 0.001 0.008
H -0.005 0.011 -0.008
H 0.004 0.005 0.001
H 0.000 0.001 -0.002
H 0.002 0.002 -0.005
H 0.013 0.013 -0.003

Results
<S²> = 8.80
Energy = -5620.6636 a.u.
Lowest unoccupied orbital energy (spin up / spin down) = -5.34 / -8.84 eV
2S+1 = 6
HOMO level (spin up / spin down) = -0.457 / -0.529 hartree
Total charge = +2
Energy above the lowest of the compared OMol25 structures with the same formula, charge and spin = 28.6 kJ/mol
Maximum force = 0.6 eV/A
Orbital gap (spin up / spin down) = 7.1 / 5.6 eV